109
Properties=species:S:1:pos:R:3 method="wB97M-V/def2-TZVPD" homo_energy_ev=-7.63 spin_multiplicity=1 charge=0 gap_ev=7.920
C 2.0921 -4.5036 1.0245
C 1.9398 -4.1704 -0.2628
C 3.0842 -3.6731 -1.1076
C 2.9048 -2.2045 -1.6371
C 3.4649 -2.2377 -2.9988
N 3.9059 -2.2594 -4.0569
C 1.3677 -1.8716 -1.8312
C 1.2189 -0.9012 -2.9116
N 1.1071 -0.1507 -3.7769
P 0.5338 -1.1946 -0.2946
C -1.0244 -2.1220 -0.0381
C -1.8965 -2.3704 -1.2816
C 0.1606 0.5824 -0.5451
C 0.3190 1.3186 0.7947
C 3.6694 -1.1196 -0.8102
C 3.7753 -1.4365 0.6847
C 5.0636 -0.7762 -1.3559
C 6.1094 -1.9063 -1.3419
H 3.0159 -4.9127 1.4148
H 1.2506 -4.4035 1.7009
H 0.9484 -4.2788 -0.6870
H 3.1682 -4.3151 -1.9886
H 3.9924 -3.7756 -0.5256
H 0.8371 -2.7575 -2.1759
H -0.7611 -3.0616 0.4430
H -1.5936 -1.5305 0.6760
H -2.5536 -3.2179 -1.0850
H -2.5247 -1.5139 -1.5082
H -1.3019 -2.6186 -2.1606
H -0.8261 0.7454 -0.9827
H 0.8722 1.0333 -1.2374
H 1.3457 1.1548 1.1206
H 0.1585 2.3817 0.6421
H -0.3365 0.8948 1.5453
H 3.0940 -0.1914 -0.8670
H 3.9428 -0.5109 1.2346
H 4.6183 -2.0903 0.9051
H 2.8634 -1.8692 1.0748
H 5.4349 0.0119 -0.6977
H 5.0054 -0.3174 -2.3405
H 6.3166 -2.2514 -2.3517
H 7.0556 -1.5117 -0.9725
H 5.8531 -2.7325 -0.6876
O 1.8085 1.3676 3.7793
S 1.0913 2.5907 3.7662
O 1.3285 3.5884 2.7869
O 1.2100 3.2505 5.2228
C -0.0976 3.4705 5.7781
C -0.9551 2.3880 5.1622
O -0.4754 2.2878 3.8137
H -0.4365 4.4648 5.4791
H -0.0617 3.4102 6.8609
H -2.0128 2.6329 5.1641
H -0.8024 1.4262 5.6555
O -0.6938 4.1957 8.9887
S 0.0204 4.8836 10.0050
O -0.2903 4.7068 11.3732
O 0.0131 6.4423 9.6453
C 1.3558 6.9387 9.5453
C 2.1642 5.7421 9.0883
O 1.5875 4.6393 9.8023
H 1.6710 7.2849 10.5310
H 1.3923 7.7640 8.8401
H 3.2196 5.8272 9.3287
H 2.0469 5.5617 8.0176
O -0.5716 -5.9234 -5.7835
S 0.5842 -6.2655 -6.5326
O 0.6636 -7.4878 -7.2449
O 1.8585 -6.1153 -5.5791
C 2.8054 -5.1969 -6.1507
C 1.9570 -4.2378 -6.9554
O 0.9399 -5.0737 -7.5355
H 3.4931 -5.7594 -6.7849
H 3.3612 -4.6935 -5.3639
H 2.5163 -3.7329 -7.7367
H 1.4745 -3.4963 -6.3161
O -4.8382 0.2895 2.1076
S -3.9791 0.7803 1.0913
O -2.5792 0.5378 1.1284
O -4.2258 2.3409 0.9171
C -4.5710 2.6313 -0.4524
C -5.2671 1.3786 -0.9416
O -4.5152 0.3163 -0.3359
H -3.6539 2.8253 -1.0055
H -5.2128 3.5074 -0.4966
H -5.2455 1.2784 -2.0227
H -6.2997 1.3187 -0.5908
O -2.4215 4.0514 -1.9494
S -1.6555 4.7143 -0.9510
O -1.9533 4.5943 0.4264
O -1.5718 6.2602 -1.3504
C -0.2002 6.6622 -1.4928
C 0.5157 5.4027 -1.9344
O -0.1179 4.3605 -1.1801
H 0.1599 7.0102 -0.5232
H -0.1249 7.4653 -2.2201
H 1.5794 5.4215 -1.7176
H 0.3616 5.2032 -2.9966
O -7.2814 -2.7305 -1.8854
S -6.0311 -2.7858 -2.5498
O -5.0030 -1.8509 -2.2762
O -6.3018 -2.8347 -4.1274
C -5.6947 -4.0005 -4.7033
C -5.7099 -5.0219 -3.5855
O -5.4156 -4.2563 -2.4091
H -4.6760 -3.7488 -5.0033
H -6.2621 -4.3206 -5.5725
H -4.9650 -5.8012 -3.7162
H -6.6968 -5.4736 -3.4666

=====

81
Properties=species:S:1:pos:R:3 method="wB97M-V/def2-TZVPD" homo_energy_ev=-8.78 spin_multiplicity=1 charge=0 gap_ev=7.739
C 4.4655 -4.2684 4.5985
C 3.3118 -4.1341 3.4878
C 3.2415 -5.3936 2.5408
C 3.4578 -2.7455 2.7441
C 2.4505 -2.5102 1.5504
C 2.5748 -1.0019 1.0575
C 0.9625 -2.9673 1.8452
O -0.0564 -2.0240 1.4060
C -0.8375 -1.7496 2.5482
C -0.4579 -0.6738 3.4625
C -1.2210 -0.3508 4.7235
N -0.7619 0.7046 5.5069
C -1.5498 0.8414 6.6082
C -2.7255 -0.0170 6.9519
N -3.1811 -1.0326 6.1713
C -2.4023 -1.1841 5.0276
C -2.8084 -2.2674 4.0609
C -2.0646 -2.5773 2.8339
P -2.7224 -3.9585 1.7790
S -1.4869 -5.4218 1.4476
H 5.4442 -3.8743 4.2168
H 4.5093 -5.3582 4.8816
H 4.0882 -3.6688 5.4829
H 2.3466 -4.1318 4.0865
H 2.3055 -5.4335 1.9053
H 3.1761 -6.3013 3.2191
H 4.1348 -5.5169 1.8638
H 3.2299 -1.9438 3.5193
H 4.5315 -2.6159 2.4406
H 2.8284 -3.1348 0.6786
H 2.1587 -0.8493 0.0194
H 3.6576 -0.6683 0.9942
H 2.0773 -0.3319 1.8098
H 0.8721 -3.0937 2.9680
H 0.8213 -3.9879 1.4058
H 0.4513 -0.0530 3.2354
H -1.2901 1.6717 7.3212
H -3.2714 0.1866 7.9115
H -3.7015 -2.8901 4.3091
H -3.2953 -3.3936 0.5861
H -3.8442 -4.5118 2.4917
C -1.2520 1.5159 0.7553
C -2.6335 1.0668 0.2974
C -2.6200 0.3545 -1.0551
C -2.1398 1.2025 -2.2349
C -2.9258 2.4919 -2.4755
C -4.3902 2.2500 -2.8186
H -0.8167 2.2482 0.0713
H -1.3154 1.9823 1.7416
H -0.5713 0.6636 0.8277
H -3.3094 1.9273 0.2711
H -3.0417 0.3795 1.0465
H -3.6265 -0.0233 -1.2635
H -1.9778 -0.5310 -0.9833
H -2.1816 0.5876 -3.1410
H -1.0838 1.4567 -2.0946
H -2.4595 3.0301 -3.3072
H -2.8553 3.1519 -1.6060
H -4.4847 1.6268 -3.7111
H -4.8943 3.1993 -3.0153
H -4.9216 1.7606 -1.9989
C 0.5986 5.3260 -7.1917
C 1.6374 4.2361 -6.9569
C 1.0320 2.9149 -6.4824
C 0.3062 2.9752 -5.1360
C 1.1505 3.4678 -3.9599
C 2.3396 2.5665 -3.6523
H 0.0721 5.5874 -6.2713
H 1.0801 6.2329 -7.5648
H -0.1393 5.0075 -7.9325
H 2.3875 4.5916 -6.2438
H 2.1695 4.0551 -7.8961
H 1.8250 2.1619 -6.4353
H 0.3250 2.5567 -7.2390
H -0.0746 1.9740 -4.9042
H -0.5764 3.6170 -5.2268
H 0.5118 3.5138 -3.0717
H 1.4989 4.4891 -4.1394
H 2.0107 1.5490 -3.4275
H 2.8854 2.9441 -2.7843
H 3.0418 2.5249 -4.4883

=====

91
Properties=species:S:1:pos:R:3 method="wB97M-V/def2-TZVPD" homo_energy_ev=-12.18 spin_multiplicity=1 charge=+1 gap_ev=10.421
C -1.7992 -1.6899 1.1830
C -1.0890 -2.7269 0.2940
P 0.5181 -2.2306 -0.3940
C 0.1738 -0.5725 -1.0797
C 1.2829 -0.0967 -2.0272
N 1.3046 -1.8612 1.2485
C 1.6620 -3.1816 1.8814
C 3.0566 -3.2303 2.4777
C 3.4517 -1.9419 3.1841
C 3.2293 -0.6716 2.3342
C 2.5789 0.4570 3.1420
C 1.0689 0.3992 3.2023
O 0.6365 -0.7626 3.8951
C 2.4518 -0.9243 1.0573
H -2.8701 -1.8675 1.2185
H -1.6422 -0.6790 0.8068
H -1.4320 -1.7107 2.2109
H -1.7100 -2.9845 -0.5614
H -0.9204 -3.6469 0.8543
H -0.7667 -0.6852 -1.6220
H 0.0049 0.1733 -0.2992
H 0.8857 0.6290 -2.7320
H 1.7063 -0.9367 -2.5728
H 2.0808 0.3934 -1.4737
H 0.5924 -1.4284 1.8384
H 0.9204 -3.3881 2.6497
H 1.5592 -3.9524 1.1175
H 3.0283 -4.0316 3.2161
H 3.8023 -3.5328 1.7423
H 4.5170 -2.0029 3.4008
H 2.9275 -1.8686 4.1334
H 4.2153 -0.3230 2.0266
H 2.8653 1.4358 2.7714
H 2.9596 0.3820 4.1633
H 0.6980 1.3125 3.6730
H 0.6412 0.3960 2.1889
H -0.1777 -0.5480 4.3590
H 3.0555 -1.3069 0.2349
H 2.0365 0.0262 0.7261
C 3.6862 7.0232 3.2411
C 3.5224 5.5276 3.2857
C 4.7827 4.7224 3.0356
O 4.2634 3.5253 2.4279
C 3.0924 3.8377 1.8341
O 2.5041 3.1153 1.0886
O 2.6823 5.0626 2.2022
H 4.4314 7.3392 3.9709
H 4.0041 7.3410 2.2480
H 2.7469 7.5233 3.4702
H 3.0470 5.2148 4.2187
H 5.3325 4.4700 3.9372
H 5.4478 5.2109 2.3211
C -0.2075 -4.5147 -7.1793
C -0.6004 -3.4526 -6.1883
C 0.5489 -2.7142 -5.5288
O -0.0056 -2.3781 -4.2408
C -0.9672 -3.2858 -3.9617
O -1.5007 -3.3824 -2.8956
O -1.2468 -4.0348 -5.0293
H 0.4002 -4.0784 -7.9718
H 0.3615 -5.3043 -6.6877
H -1.0891 -4.9655 -7.6310
H -1.3092 -2.7473 -6.6280
H 0.8481 -1.8089 -6.0486
H 1.4173 -3.3575 -5.3728
C -3.6270 1.9309 -2.9423
C -3.8840 0.6564 -3.7034
C -2.6482 -0.1023 -4.1398
O -3.0850 -0.7554 -5.3324
C -4.0967 -0.0146 -5.8661
O -4.5466 -0.1729 -6.9483
O -4.4982 0.9263 -4.9765
H -3.0314 1.7222 -2.0520
H -3.0922 2.6457 -3.5680
H -4.5629 2.3924 -2.6316
H -4.5583 -0.0002 -3.1465
H -2.3111 -0.8432 -3.4174
H -1.8219 0.5691 -4.3920
C -4.3793 1.1423 1.3671
C -4.1635 1.1408 2.8569
C -3.4351 2.3484 3.4139
O -2.7577 1.7959 4.5542
C -2.5796 0.4813 4.3368
O -1.8979 -0.2280 5.0159
O -3.2663 0.0761 3.2536
H -4.9382 2.0300 1.0721
H -3.4209 1.1359 0.8455
H -4.9407 0.2631 1.0550
H -5.1054 0.9810 3.3861
H -4.0897 3.1553 3.7287
H -2.6852 2.7321 2.7179

=====

83
Properties=species:S:1:pos:R:3 method="wB97M-V/def2-TZVPD" homo_energy_ev=-10.62 spin_multiplicity=1 charge=0 gap_ev=9.336
O -0.7748 -1.2000 2.4816
C -0.4412 -0.0568 2.7615
N -0.1443 1.2153 3.0049
C 0.1845 1.7074 1.6463
C -0.6132 2.4425 0.6898
C -2.0717 3.0456 0.9216
C -3.2880 2.0411 0.6907
C -4.4943 2.4610 1.6962
C -5.6059 1.2993 1.5009
O -6.0164 0.5695 2.4344
O -6.0127 1.0943 0.1149
C 0.2549 2.2446 -0.6012
O -0.2071 2.0910 -1.7364
O 1.5835 1.6143 -0.4922
C 1.5924 1.6979 0.9195
O 2.5194 2.1973 1.5889
H -2.1280 4.0077 0.3031
H -2.0943 3.3807 2.0379
H -2.9329 0.9932 1.0222
H -3.5771 2.0481 -0.4139
H -4.9032 3.5138 1.5141
H -4.0488 2.4566 2.7658
H -5.4677 0.3166 -0.1882
C 7.4895 -2.9270 0.0936
C 7.4578 -1.4871 -0.3994
C 6.5168 -0.5923 0.4119
C 5.0395 -0.9941 0.3652
C 4.4254 -1.0553 -1.0356
C 4.4285 0.2901 -1.7485
H 6.5107 -3.4050 0.0076
H 8.1961 -3.5139 -0.4983
H 7.8045 -2.9721 1.1399
H 7.1895 -1.4646 -1.4592
H 8.4707 -1.0744 -0.3325
H 6.6268 0.4397 0.0628
H 6.8426 -0.5918 1.4582
H 4.4694 -0.2813 0.9731
H 4.9105 -1.9689 0.8481
H 3.3896 -1.3999 -0.9452
H 4.9446 -1.7979 -1.6488
H 3.8730 1.0355 -1.1742
H 3.9555 0.1968 -2.7301
H 5.4440 0.6623 -1.9057
C 0.9356 1.4009 -4.4465
C 2.2408 1.8192 -5.1092
C 2.0340 2.6585 -6.3731
C 1.2951 1.9466 -7.5104
C 1.9425 0.6468 -7.9942
C 3.3339 0.8530 -8.5774
H 0.3338 0.7678 -5.1038
H 1.1393 0.8322 -3.5369
H 0.3417 2.2762 -4.1726
H 2.8437 0.9340 -5.3310
H 2.8206 2.4112 -4.3919
H 3.0109 3.0020 -6.7295
H 1.4749 3.5636 -6.1099
H 1.2142 2.6402 -8.3559
H 0.2667 1.7324 -7.2003
H 1.3024 0.2074 -8.7664
H 1.9891 -0.0830 -7.1806
H 3.3026 1.5440 -9.4245
H 3.7385 -0.0989 -8.9316
H 4.0292 1.2505 -7.8338
C -3.7263 -1.1706 4.6480
C -4.8121 -2.2075 4.3982
C -6.1398 -1.8663 5.0795
C -6.0856 -1.8007 6.6090
C -5.5980 -3.0772 7.2989
C -6.5034 -4.2755 7.0479
H -3.4801 -1.0912 5.7099
H -2.8118 -1.4458 4.1170
H -4.0419 -0.1852 4.2923
H -4.4611 -3.1941 4.7136
H -4.9852 -2.2764 3.3183
H -6.8911 -2.6008 4.7708
H -6.4926 -0.8996 4.7036
H -7.0886 -1.5571 6.9791
H -5.4434 -0.9683 6.9165
H -5.5540 -2.8932 8.3774
H -4.5772 -3.3154 6.9851
H -7.5198 -4.0757 7.3987
H -6.1263 -5.1510 7.5833
H -6.5493 -4.5325 5.9867

=====

81
Properties=species:S:1:pos:R:3 method="wB97M-V/def2-TZVPD" homo_energy_ev="-9.89 / -9.90" spin_multiplicity=2 charge=+1 gap_ev="7.003 / 7.014"
Ce -0.8621 1.1140 0.0645
C 0.2999 1.0383 2.9164
C 1.1379 1.4019 1.8045
C -0.4293 3.0828 2.1406
C -0.6741 2.0508 3.0860
C 0.7245 2.7121 1.3532
C 0.5775 -0.0508 3.8805
H 1.6490 -0.2356 4.0466
H 0.1334 -0.9790 3.5150
H 0.1403 0.1458 4.8653
C -1.6467 2.1043 4.2080
H -1.2364 1.7739 5.1712
H -2.5044 1.4593 3.9721
H -2.0334 3.1134 4.3810
C -0.9688 4.4659 2.2700
H -1.0737 4.7569 3.3253
H -1.9565 4.5586 1.8073
H -0.3085 5.2152 1.8227
C 1.5865 3.6587 0.5977
H 1.4598 4.6799 0.9680
H 1.3850 3.6738 -0.4777
H 2.6462 3.4002 0.7228
C 2.4297 0.7686 1.4314
H 3.2710 1.4540 1.6180
H 2.4747 0.4945 0.3690
H 2.6221 -0.1365 2.0165
C 0.6800 -3.5924 0.6475
C 1.8140 -3.6804 1.3800
C 3.2194 -3.3491 0.9618
C 3.6816 -3.8471 -0.4148
C 3.6897 -2.8051 -1.4894
C 2.7402 -1.8877 -1.7045
C 1.4921 -1.7403 -0.8809
C 0.6160 -3.0081 -0.7304
H 3.8602 -3.8254 1.7203
H 3.1099 -4.7226 -0.7351
H 3.4347 -2.2675 1.0303
H 0.9142 -3.7408 -1.5008
H -0.2508 -3.9911 1.0419
H 1.7567 -3.9966 2.4256
H -0.4461 -2.7551 -0.9254
H 1.6897 -1.3235 0.1090
H 2.8178 -1.1690 -2.5339
H 0.8833 -0.9716 -1.4071
H 4.7255 -4.1778 -0.3062
H 4.5568 -2.8143 -2.1555
P -0.9042 -0.6069 -2.7281
P -0.8235 2.4484 -2.3211
C -1.2608 0.4520 -4.2361
C -1.8293 1.7795 -3.7656
H -1.9571 -0.0834 -4.9016
H -0.3114 0.5895 -4.7927
H -1.8503 2.5344 -4.5680
H -2.8631 1.6526 -3.3905
C -1.3073 4.1789 -2.5353
H -0.8144 4.7935 -1.7727
H -2.3984 4.2385 -2.4085
H -1.0258 4.4906 -3.5499
C 0.9610 2.4258 -2.8321
H 1.0378 2.6536 -3.9066
H 1.4712 1.4685 -2.6289
H 1.4956 3.2049 -2.2674
C -2.4130 -1.6357 -2.5367
H -2.7373 -1.6566 -1.4854
H -2.1957 -2.6612 -2.8647
H -3.2368 -1.2399 -3.1427
C 0.1009 -1.7282 -3.8155
H -0.2805 -1.7136 -4.8507
H 0.0830 -2.7667 -3.4771
H 1.1417 -1.3847 -3.8614
C -4.0871 -1.2564 1.6948
C -2.6109 -1.5264 1.4970
C -1.9638 -2.0064 2.7731
O -1.9500 -0.3546 0.9782
H -4.5362 -0.8085 0.8048
H -4.2293 -0.5897 2.5496
H -4.6060 -2.1982 1.9050
H -2.4689 -2.3103 0.7365
H -2.5192 -2.8856 3.1442
H -0.9287 -2.3307 2.6018
H -2.0111 -1.2224 3.5458

=====

no.,calculated total energy (Ha)
1,-5703.73865
2,-1982.38365
3,-2432.32133
4,-1564.23366
5,-2291.61042